# 1
8
Properties=species:S:1:pos:R:3:nbo_charge:R:1 method="wB97M-V/def2-TZVPD" homo_lumo_gap_ha="0.3380 / 0.3258" e_above_lowest_ev=4.3251 e_homo_ev="-9.0 / -8.6"
C 0.1983 -0.0814 1.2419 0.5601
C -0.2973 -0.2076 -1.3761 0.0916
F 1.5098 0.1586 1.4458 -0.3375
F -0.4357 0.9605 1.7157 -0.3249
F -1.6293 0.1162 -1.3468 -0.3335
Br 0.8622 1.1875 -1.9883 0.0582
H -0.2380 -0.9709 1.5867 0.1188
H 0.0299 -1.1629 -1.2789 0.1673



# 2
7
Properties=species:S:1:pos:R:3:nbo_charge:R:1 method="wB97M-V/def2-TZVPD" homo_lumo_gap_ha="0.2616 / 0.2521" e_above_lowest_ev=1.3153 e_homo_ev="-9.0 / -9.0"
C 0.0598 1.1695 -1.2695 0.7733
C 0.5224 0.2363 -0.1924 -0.6583
O 0.3666 1.5487 -2.3181 -0.3800
Br 2.0741 -0.7571 -0.7268 0.0735
I -2.5343 2.0053 0.0266 -0.4318
H -0.2162 -0.6920 0.0189 0.3292
H 0.7039 0.8969 0.6682 0.2941



# 3
9
Properties=species:S:1:pos:R:3:nbo_charge:R:1 method="wB97M-V/def2-TZVPD" charge=-1 homo_lumo_gap_ha=0.2802 e_above_lowest_ev=0.0000 e_homo_ev=-4.1
C -1.4958 0.5794 -0.9036 0.0578
C 0.5150 -1.4663 0.9349 -0.3253
N -1.0197 1.2310 -1.9562 -0.3764
N -0.4603 -0.0691 -0.3119 -0.2900
N 0.3389 0.9805 -1.9692 -0.1481
N 0.6009 0.1993 -0.9980 -0.1545
Br 1.5116 -0.5975 2.3155 -0.0951
H 1.1953 -1.3970 0.0358 0.1343
H -2.3911 0.4911 -0.2980 0.1972



# 4
8
Properties=species:S:1:pos:R:3:nbo_charge:R:1 method="wB97M-V/def2-TZVPD" homo_lumo_gap_ha="0.2245 / 0.2169" e_above_lowest_ev=1.5426 e_homo_ev="-9.0 / -8.9"
C 0.5640 -0.2365 0.5401 0.0680
C 0.1101 0.4953 -0.6858 -0.4371
N -0.0290 -1.2344 1.0157 -0.4899
S -0.8800 -0.2784 -1.8232 0.0419
S -1.1875 -2.1971 0.6829 0.5314
Br -0.9124 2.2064 0.3224 -0.2092
H 1.4037 0.1877 1.0690 0.2331
H 0.9312 1.0569 -1.1211 0.2617



# 5
8
Properties=species:S:1:pos:R:3:nbo_charge:R:1 method="wB97M-V/def2-TZVPD" homo_lumo_gap_ha=0.4197 smiles=FCC(F)(Cl)Cl e_above_lowest_ev=1.4186 e_homo_ev=-11.2
F 0.0403 -0.7453 -1.7696 -0.3252
C -0.0618 0.2555 -0.7907 -0.0156
C -0.0289 -0.0917 0.7486 0.4126
F 0.2695 0.9265 1.4140 -0.2825
Cl 1.4097 -1.4921 0.8137 -0.1644
Cl -1.5517 -0.8169 1.3613 -0.0033
H 0.8588 1.0648 -1.0047 0.1923
H -0.9359 0.8991 -0.7725 0.1862



# 6
8
Properties=species:S:1:pos:R:3:nbo_charge:R:1 method="wB97M-V/def2-TZVPD" homo_lumo_gap_ha=0.4446 smiles=F[C@@H](Cl)[C@@H](F)Cl e_above_lowest_ev=0.4220 e_homo_ev=-11.3
F 0.6287 -1.5904 0.2542 -0.3193
C 0.6796 -0.2434 0.1042 0.1249
Cl 1.6530 0.2473 -1.2182 0.0066
C -0.6925 0.3158 0.0686 0.1606
F -0.6736 1.6373 0.0088 -0.3014
Cl -1.5958 -0.5115 -1.1952 -0.0341
H 1.0585 0.2513 0.9967 0.1817
H -1.0579 -0.1064 0.9808 0.1810



# 7
10
Properties=species:S:1:pos:R:3:nbo_charge:R:1 method="wB97M-V/def2-TZVPD" homo_lumo_gap_ha="0.3342 / 0.2692" e_homo_ev="-9.1 / -7.7"
C 0.3875 0.9064 -0.6588 -0.0111
C 0.2905 -0.9286 1.2924 0.8787
N -0.8641 0.7475 -1.2484 -0.8202
F 0.1781 -0.4483 2.5580 -0.3457
F 1.2823 -1.7744 1.1405 -0.3205
F -0.9157 -1.5545 1.0046 -0.3719
Cl 1.6016 -0.0443 -1.5627 -0.0034
Cl 0.8446 2.2831 -0.0156 0.1677
H -1.0906 -0.2833 -1.6675 0.4208
H -1.7142 1.0966 -0.8424 0.4056



# 8
9
Properties=species:S:1:pos:R:3:nbo_charge:R:1 method="wB97M-V/def2-TZVPD" homo_lumo_gap_ha=0.3305 e_above_lowest_ev=1.9180 e_homo_ev=-9.0
C 1.1436 1.0322 0.7205 0.3687
C -0.7558 0.2715 0.0833 -0.3199
N 0.1684 0.2985 1.0835 -0.4816
O 1.0851 1.6589 -0.4325 -0.6683
P -0.2662 1.1928 -1.2472 0.8640
Cl -2.3264 -0.4061 0.3734 0.0328
Cl 0.0375 -2.3269 -0.7662 -0.2880
H 2.1893 0.9629 1.0529 0.1946
H -1.2757 -2.6838 -0.8676 0.2976



# 9
7
Properties=species:S:1:pos:R:3:nbo_charge:R:1 method="wB97M-V/def2-TZVPD" homo_lumo_gap_ha=0.3637 smiles=C#CCl.OCl e_above_lowest_ev=4.1554 e_homo_ev=-10.1
C 0.7455 0.5608 -0.8043 -0.2378
C 1.4889 1.0307 -0.0053 -0.1357
Cl 2.2346 1.7455 1.2672 0.1182
H -0.0706 0.2569 -1.3910 0.2487
O -1.7111 -0.8933 -0.0533 -0.7063
Cl -0.8955 -2.3564 0.2852 0.2290
H -1.7918 -0.3442 0.7016 0.4839



# 10
8
Properties=species:S:1:pos:R:3:nbo_charge:R:1 method="wB97M-V/def2-TZVPD" homo_lumo_gap_ha=0.4122 smiles=Cl[C@@H]1OO[C@H]1Cl e_above_lowest_ev=4.8153 e_homo_ev=-10.4
Cl -2.1476 -0.7011 -0.1144 -0.0184
C -0.5960 -0.1042 0.4800 0.0562
O -0.5171 1.3530 0.4924 -0.2265
O 0.4746 1.3393 -0.5136 -0.2280
C 0.6276 -0.0505 -0.4809 -0.0038
Cl 2.0868 -0.6848 0.0869 0.0135
H -0.4484 -0.4633 1.4146 0.1958
H 0.5201 -0.6883 -1.3649 0.2113



# 11
8
Properties=species:S:1:pos:R:3:nbo_charge:R:1 method="wB97M-V/def2-TZVPD" homo_lumo_gap_ha="0.3084 / 0.3085" e_above_lowest_ev=4.1876 e_homo_ev="-8.4 / -8.4"
C 1.6057 -0.4853 0.5060 0.5431
C -0.6060 -0.0005 -0.3400 0.0532
O 2.4242 -0.0267 -0.0966 -0.3996
O -0.7060 1.3414 -0.0686 -0.7142
Cl -1.6408 -1.0002 0.7368 -0.0751
Cl -0.8376 -0.2831 -2.1263 -0.0699
H 1.4149 -1.1266 1.4455 0.1902
H -1.6544 1.5809 -0.0568 0.4723



# 12
8
Properties=species:S:1:pos:R:3:lowdin_spin:R:1 method="wB97M-V/def2-TZVPD" s_squared=2.019 spin_multiplicity=3 homo_lumo_gap_ha="0.2684 / 0.3573" e_above_lowest_ev=3.6738 e_homo_ev="-6.9 / -11.3"
C 0.0790 0.8641 -0.1535 0.0879
C -0.1770 -0.6630 -0.0592 0.0121
O 0.4741 0.9381 1.1476 0.7650
O 0.6152 -0.5068 1.4896 1.0976
Cl -1.7735 -1.3332 0.0800 0.0042
Cl 0.7915 -1.6341 -1.1534 -0.0021
H 0.8298 0.9365 -0.9009 0.0175
H -0.8392 1.3985 -0.4502 0.0177



# 13
10
Properties=species:S:1:pos:R:3:nbo_charge:R:1 method="wB97M-V/def2-TZVPD" homo_lumo_gap_ha=0.3410 smiles="O=P(Cl)(Cl)Cl.C=C=O" e_above_lowest_ev=0.5904 e_homo_ev=-9.2
O -0.8720 -0.6535 -1.4697 -1.0389
P -1.7197 -0.3475 -0.3255 1.6419
Cl -1.9541 1.5328 0.0597 -0.1733
Cl -3.4772 -1.1159 -0.6510 -0.2008
Cl -1.0781 -1.2486 1.3531 -0.2279
C 1.8229 0.0588 -0.1831 -0.7835
C 1.7034 0.8019 0.8349 0.6991
O 1.6621 1.6460 1.6173 -0.4607
H 1.8715 -1.0083 -0.0288 0.2623
H 2.0411 0.3342 -1.2069 0.2817



# 14
9
Properties=species:S:1:pos:R:3:nbo_charge:R:1 method="wB97M-V/def2-TZVPD" homo_lumo_gap_ha=0.3824 smiles=S[C@H](Cl)C(Cl)(Cl)Cl e_above_lowest_ev=0.2371 e_homo_ev=-10.0
S -1.2285 0.1504 0.1973 -0.0043
C 0.5022 -0.3725 -0.2864 -0.3893
Cl 1.2014 -1.5561 0.7530 0.0279
C 1.5357 0.8455 -0.3428 -0.1339
Cl 0.8858 2.1817 -1.3571 0.0427
Cl 1.9305 1.2342 1.2663 0.0837
Cl 3.0142 0.0758 -1.0926 -0.0089
H -1.0993 -0.8936 1.0501 0.1498
H 0.4944 -0.8187 -1.2532 0.2321



# 15
9
Properties=species:S:1:pos:R:3:nbo_charge:R:1 method="wB97M-V/def2-TZVPD" homo_lumo_gap_ha="0.3350 / 0.2398" e_above_lowest_ev=2.9653 e_homo_ev="-10.1 / -9.0"
C 0.1812 0.8036 -0.1385 -0.2459
C 1.6062 0.4660 0.3287 -0.1697
S -3.5915 -2.0377 -0.2593 -0.1010
Cl -1.1304 0.3822 0.8096 0.1036
Cl 1.6817 -1.2895 0.8652 -0.0118
Cl 2.9096 0.7061 -0.8181 0.0696
Cl 1.9054 1.4030 1.8104 0.0239
H -0.1136 1.4430 -1.0298 0.2409
H -3.4486 -1.8767 -1.5684 0.0903



# 16
9
Properties=species:S:1:pos:R:3:nbo_charge:R:1 method="wB97M-V/def2-TZVPD" homo_lumo_gap_ha=0.4142 smiles="O=CNC(F)(F)Cl" e_above_lowest_ev=0.2572 e_homo_ev=-10.7
O 1.1990 1.6844 -0.5200 -0.5405
C 1.3146 0.5302 -0.2194 0.5522
N 0.3686 -0.3847 0.1222 -0.6963
C -1.0591 -0.0655 0.1347 0.8276
F -1.5468 0.3969 1.3337 -0.3203
F -1.3075 0.7887 -0.7857 -0.2757
Cl -1.9757 -1.5769 -0.2943 -0.0697
H 2.3097 -0.1556 -0.4361 0.0928
H 0.6972 -1.2175 0.6648 0.4299



# 17
9
Properties=species:S:1:pos:R:3:nbo_charge:R:1 method="wB97M-V/def2-TZVPD" homo_lumo_gap_ha="0.2837 / 0.2836" e_above_lowest_ev=1.5126 e_homo_ev="-8.7 / -8.7"
F -2.4073 -0.7175 -0.4503 -0.3262
C -1.2440 -0.3926 0.1666 0.2759
C -0.6829 0.7842 -0.1903 -0.2205
N 0.6433 0.8823 0.0754 -0.1815
N 1.4819 -0.0692 0.1303 -0.2433
S 1.0472 -1.6497 0.0758 0.0242
Cl 3.1165 0.5340 0.0095 0.1827
H -1.0026 -0.9857 1.1014 0.2296
H -0.9521 1.6141 -0.9184 0.2591



# 18
8
Properties=species:S:1:pos:R:3:nbo_charge:R:1 method="wB97M-V/def2-TZVPD" homo_lumo_gap_ha=0.4290 smiles="O=C(O)[C@@H](F)Cl" e_above_lowest_ev=0.4425 e_homo_ev=-11.2
O 0.2371 -1.6909 -0.0198 -0.5187
C -0.2827 -0.6035 0.0258 0.7420
O -1.5741 -0.2327 0.2344 -0.6603
C 0.5874 0.6740 -0.0065 0.0661
F 1.7741 0.0666 0.3010 -0.3375
Cl 0.8503 1.4852 -1.5402 -0.0007
H -2.0472 -1.0911 0.1985 0.4982
H 0.4550 1.3923 0.8067 0.2109



# 19
8
Properties=species:S:1:pos:R:3:nbo_charge:R:1 method="wB97M-V/def2-TZVPD" homo_lumo_gap_ha=0.3912 smiles="O=C(S)[C@@H](F)Cl" e_above_lowest_ev=0.1889 e_homo_ev=-10.5
O 0.5975 1.1373 -0.9967 -0.4934
C 0.3825 0.1997 -0.3069 0.3932
S 1.7200 -0.9679 0.0754 -0.0549
C -0.9968 0.0458 0.4185 0.1657
F -1.5370 1.2484 0.3086 -0.3001
Cl -2.0192 -1.2505 -0.4526 -0.0743
H 2.7288 -0.2108 -0.4869 0.1700
H -0.8759 -0.2018 1.4406 0.1938



# 20
7
Properties=species:S:1:pos:R:3:nbo_charge:R:1 method="wB97M-V/def2-TZVPD" homo_lumo_gap_ha=0.4466 smiles=N#C[C@@H](O)Cl e_above_lowest_ev=0.1769 e_homo_ev=-11.8
N 1.7859 -1.1438 -2.6166 -0.2652
C 1.1363 -0.9036 -1.6763 0.2140
C 0.1763 -0.6197 -0.5367 0.0013
O -0.4003 0.7380 -0.7470 -0.6685
Cl -1.0978 -1.8725 -0.5872 0.0174
H 0.6329 -0.7135 0.4402 0.2259
H 0.3292 1.2950 -0.4300 0.4752